(1)
Computed, not measured: C32H43Br4CrN7O2PSi3 as an isolated structure, with the ωB97M-V functional and the def2-TZVPD basis.

```
! wB97M-V def2-TZVPD RIJCOSX def2/J DEFGRID3
* xyz -1 5
Cr 0.2604 0.0445 0.2911
C -4.8269 2.0538 1.2238
N -3.7475 1.3541 0.5678
C -3.8329 0.7241 -0.6550
C -2.5956 0.2483 -0.9173
N -1.7593 0.5363 0.1353
C -2.4611 1.2693 1.0179
P -1.9260 2.1562 2.4968
C 0.5736 0.2009 3.2701
N 0.0095 -0.4592 2.2751
C -1.0384 -1.1558 2.8416
C -1.0661 -0.9305 4.1730
N -0.0220 -0.0690 4.4434
C 0.2936 0.5574 5.7146
C -0.3249 2.6391 1.8116
N 0.3894 2.0606 0.8368
C 1.5290 2.8255 0.6538
C 1.5281 3.8381 1.5456
N 0.3642 3.7112 2.2746
C 0.0111 4.5246 3.4178
H -5.5315 2.4075 0.4725
H -5.3482 1.4060 1.9300
H -4.4087 2.9019 1.7671
H -4.7532 0.6698 -1.2091
H -2.2512 -0.2831 -1.7813
H -1.6638 -1.7863 2.2472
H -1.7192 -1.2936 4.9457
H 0.5016 -0.2087 6.4607
H 1.1687 1.1943 5.5901
H -0.5491 1.1691 6.0366
H 2.2827 2.5529 -0.0661
H 2.2607 4.5924 1.7714
H 0.2591 5.5651 3.2108
H -1.0611 4.4417 3.5888
H 0.5599 4.1877 4.2992
C 1.7783 -4.9321 -0.2409
Si 1.1526 -3.4184 0.7319
C 2.7597 -2.7384 1.4438
C 0.2433 -4.1613 2.2141
C 0.1181 -2.2547 -0.3535
Si -1.5684 -3.0246 -0.6852
C -2.9922 -2.7184 0.5351
C -2.3443 -2.6185 -2.3946
C -1.6242 -4.9214 -0.7527
Si 0.9947 -2.1425 -1.9719
C 0.6740 -3.4509 -3.3030
C 2.8541 -2.0384 -1.9261
C 0.4899 -0.4391 -2.6892
C 0.3057 -0.1597 -4.0409
C -0.0243 1.1168 -4.4588
C -0.1597 2.1107 -3.5045
C 0.0252 1.7816 -2.1765
N 0.3365 0.5442 -1.7713
H 2.3587 -5.5550 0.4464
H 2.4590 -4.6313 -1.0414
H 1.0033 -5.5531 -0.6804
H 3.5295 -3.5121 1.3845
H 2.6406 -2.4650 2.4954
H 3.1220 -1.8583 0.9211
H 0.7855 -5.0615 2.5200
H -0.7912 -4.4495 2.0203
H 0.2468 -3.4753 3.0574
H -3.1438 -1.6868 0.8479
H -2.8915 -3.3445 1.4259
H -3.9007 -3.0455 0.0204
H -3.3615 -2.2432 -2.2616
H -2.4135 -3.5363 -2.9829
H -1.8009 -1.8961 -3.0054
H -1.2390 -5.4093 0.1417
H -1.0939 -5.3266 -1.6165
H -2.6786 -5.1987 -0.8535
H 1.3453 -4.2909 -3.1107
H 0.9280 -3.0656 -4.2944
H -0.3409 -3.8401 -3.3430
H 3.3216 -2.9290 -1.5026
H 3.1619 -1.1865 -1.3305
H 3.2341 -1.9082 -2.9441
H 0.4175 -0.9603 -4.7599
H -0.1775 1.3338 -5.5087
H -0.4159 3.1266 -3.7703
H -0.0952 2.5203 -1.3979
Br 6.3858 2.0546 4.4818
C 5.0631 1.5614 3.2000
C 5.3836 1.3353 1.8685
Br 7.1545 1.6282 1.2460
C 4.3915 0.9167 0.9820
Br 4.7382 0.9057 -0.8807
C 3.0641 0.6314 1.3897
O 2.2000 0.1216 0.5401
C 2.7990 1.0010 2.7237
O 1.4781 1.1506 3.2004
C 3.7554 1.4481 3.5905
Br 2.8961 3.2258 5.2088
*
```

Results
highest occupied orbital energy (spin up / spin down) = -0.1445 / -0.1548 hartree
E = -14329.55042 hartree
frontier orbital gap (spin up / spin down) = 6.05 / 6.32 eV

(2)
Computed, not measured: C2H3IN2O2 in the gas phase at a distorted geometry, with the ωB97M-V functional and the def2-TZVPD basis.

```
! wB97M-V def2-TZVPD RIJCOSX def2/J DEFGRID3
* xyz 0 1
N 0.8486 1.2277 0.7531
C 0.3136 -0.0150 0.6478
O 0.0748 -0.7550 1.5641
C -0.0913 -0.5627 -0.7127
I 0.2640 0.7526 -2.2759
N -1.5728 -0.9873 -0.7069
O -1.8739 -1.7457 0.1340
H 0.8408 1.8603 -0.1129
H 0.8346 1.7397 1.5894
H 0.3616 -1.5144 -0.8798
*
```

Results
energy above the lowest of the compared OMol25 structures with the same formula, charge and spin = 62.5 kcal per mole
SMILES string = NC(=O)[C@H](I)N=O
highest occupied orbital energy = -0.3397 hartree
E = -635.60840 hartree
frontier orbital gap = 8.91 eV

(3)
Computed, not measured: a 2-piece molecular cluster, C3H6NO4 overall at a distorted geometry, with the ωB97M-V functional and the def2-TZVPD basis.

```
! wB97M-V def2-TZVPD RIJCOSX def2/J DEFGRID3
* xyz 0 2
O -0.4231 0.9829 2.7353
C -0.1640 0.0748 1.9911
C 1.1192 0.0830 1.1137
N 0.7736 -0.2024 -0.2679
C 0.4170 -1.5998 -0.6663
O 0.7394 -1.7705 -1.8810
O -0.1063 -2.4510 0.0949
H -0.7110 -0.8964 2.2075
H 1.7017 0.9789 1.3993
H 1.7511 -0.7952 1.3548
H 1.3139 0.3955 -0.9180
H -1.6807 1.1868 -2.7341
H -2.2276 2.4113 -2.0253
O -2.5033 1.6022 -2.4040
*
```

Results
energy above the lowest of the compared OMol25 structures with the same formula, charge and spin = 36.9 kcal per mole
highest occupied orbital energy (spin up / spin down) = -0.3759 / -0.3700 hartree
E = -473.52274 hartree
frontier orbital gap (spin up / spin down) = 10.34 / 6.16 eV

(4)
Computed, not measured: C4H9N3S as an isolated structure at a distorted geometry, with the ωB97M-V functional and the def2-TZVPD basis.

```
! wB97M-V def2-TZVPD RIJCOSX def2/J DEFGRID3
* xyz 0 1
C -0.4513 -0.8987 -0.9154
C 0.6420 0.1491 -1.2673
C 0.3447 0.2721 0.9893
C -0.2598 -0.9966 0.5887
H -1.7175 0.7216 -1.1873
H -1.8167 -0.2192 -2.3154
H -0.3679 -2.0784 -1.2189
H 0.2018 0.8592 -2.0053
H 1.5895 -0.2174 -1.7186
H 0.3866 -2.1006 0.6691
H -1.1347 -1.1799 1.2272
H 0.4601 -0.1322 2.8361
H 1.9239 2.2793 0.9637
N -1.7601 -0.4012 -1.2167
N 0.7215 0.9449 -0.0972
N 0.3207 0.6805 2.2409
S 0.9173 2.3176 2.4271
*
```

Results
energy above the lowest of the compared OMol25 structures with the same formula, charge and spin = 95.2 kcal per mole
highest occupied orbital energy = -0.3199 hartree
E = -720.12166 hartree
frontier orbital gap = 9.26 eV

(5)
Computed, not measured: C4H7NO in the gas phase, with the ωB97M-V functional and the def2-TZVPD basis.

```
! wB97M-V def2-TZVPD RIJCOSX def2/J DEFGRID3
* xyz 0 1
C 0.9562 0.5535 1.2738
C -0.1566 0.7941 0.2804
N 0.1099 0.6987 -1.1481
C -0.8051 -0.2625 -0.5603
C -0.3688 -1.6980 -0.7816
O -0.2089 -2.1525 -1.8917
H 1.6159 -0.2471 0.9304
H 0.5281 0.2626 2.2410
H 1.5603 1.4554 1.4422
H -0.8226 1.6079 0.5858
H -0.3743 1.3874 -1.7132
H -1.8822 -0.1288 -0.6863
H -0.2239 -2.3307 0.1121
*
```

Results
energy above the lowest of the compared OMol25 structures with the same formula, charge and spin = 52.3 kcal per mole
SMILES string = C[C@H]1N[C@H]1C=O
highest occupied orbital energy = -0.3549 hartree
E = -286.54831 hartree
frontier orbital gap = 10.49 eV

(6)
Computed, not measured: a 6-piece molecular cluster, C21H42NO11S6 overall at a distorted geometry, with the ωB97M-V functional and the def2-TZVPD basis.

```
! wB97M-V def2-TZVPD RIJCOSX def2/J DEFGRID3
* xyz 1 1
N 4.8149 0.5783 5.7584
C 4.0019 1.4534 5.5237
O 2.9130 2.1128 4.8306
S 1.4657 1.3297 5.3082
H 1.6221 -0.0099 4.8673
H 1.5488 1.2317 6.7108
C 0.3011 0.5509 -0.3980
C 1.7184 1.0785 -0.1687
C 1.8789 1.3221 1.3323
S 0.7728 0.1766 2.1450
O -0.2617 0.9348 2.8220
O 1.5543 -0.8415 2.8298
C 0.0830 -0.5240 0.6596
H 0.1752 0.1519 -1.4067
H -0.4209 1.3623 -0.2618
H 2.4479 0.3268 -0.5006
H 1.9065 1.9906 -0.7382
H 2.9025 1.1348 1.6634
H 1.5780 2.3343 1.6076
H -0.9683 -0.7675 0.8156
H 0.6473 -1.4272 0.4246
C 2.7348 -5.0185 -1.8130
C 4.1309 -4.4343 -2.0330
C 3.9589 -2.9577 -2.3945
S 2.4380 -2.4268 -1.6175
O 1.4835 -2.0943 -2.6505
O 2.7476 -1.5170 -0.5313
C 2.0013 -4.0151 -0.9329
H 2.7771 -6.0047 -1.3472
H 2.2213 -5.1200 -2.7748
H 4.7123 -4.5222 -1.1092
H 4.6743 -4.9704 -2.8141
H 4.7862 -2.3527 -2.0211
H 3.8538 -2.8192 -3.4721
H 0.9186 -4.1416 -0.9469
H 2.3711 -4.0488 0.0948
C 0.3116 7.3399 0.9884
C 0.1077 6.5682 2.2933
C -0.6668 5.2935 1.9559
S -0.2561 4.8926 0.2610
O -1.4471 5.0255 -0.5449
O 0.5640 3.6975 0.2383
C 0.7842 6.3114 -0.0308
H 1.0344 8.1499 1.1051
H -0.6390 7.7777 0.6660
H 1.0831 6.3058 2.7176
H -0.4231 7.1660 3.0377
H -0.3791 4.4637 2.6036
H -1.7450 5.4541 2.0138
H 0.6755 6.6468 -1.0621
H 1.8177 6.0129 0.1611
C -6.0299 4.7252 1.0008
C -6.8161 5.9498 0.5288
C -6.0186 7.1910 0.9334
S -4.3021 6.6893 0.9794
O -3.8340 6.7713 2.3466
O -3.5946 7.3112 -0.1165
C -4.5868 4.9737 0.5816
H -6.4198 3.8015 0.5679
H -6.0949 4.6422 2.0908
H -6.9203 5.9178 -0.5607
H -7.8223 5.9724 0.9534
H -6.1396 8.0000 0.2121
H -6.2962 7.5373 1.9307
H -3.8713 4.3448 1.1108
H -4.4646 4.8568 -0.4975
C -0.0804 -10.3818 -2.8736
C -0.8760 -9.1596 -3.3362
C -0.0874 -7.9156 -2.9226
S 1.6331 -8.4053 -2.8812
O 2.1006 -8.3295 -1.5148
O 2.3359 -7.7691 -3.9732
C 1.3604 -10.1195 -3.2915
H -0.4635 -11.3050 -3.3131
H -0.1441 -10.4734 -1.7843
H -0.9806 -9.1841 -4.4258
H -1.8821 -9.1477 -2.9109
H -0.2148 -7.1020 -3.6380
H -0.3671 -7.5788 -1.9225
H 2.0811 -10.7468 -2.7673
H 1.4828 -10.2274 -4.3717
*
```

Results
energy above the lowest of the compared OMol25 structures with the same formula, charge and spin = 26.5 kcal per mole
highest occupied orbital energy = -0.4385 hartree
E = -4096.43167 hartree
frontier orbital gap = 5.99 eV

Repeat the fifth record exactly.
Computed, not measured: C4H7NO in the gas phase, with the ωB97M-V functional and the def2-TZVPD basis.

```
! wB97M-V def2-TZVPD RIJCOSX def2/J DEFGRID3
* xyz 0 1
C 0.9562 0.5535 1.2738
C -0.1566 0.7941 0.2804
N 0.1099 0.6987 -1.1481
C -0.8051 -0.2625 -0.5603
C -0.3688 -1.6980 -0.7816
O -0.2089 -2.1525 -1.8917
H 1.6159 -0.2471 0.9304
H 0.5281 0.2626 2.2410
H 1.5603 1.4554 1.4422
H -0.8226 1.6079 0.5858
H -0.3743 1.3874 -1.7132
H -1.8822 -0.1288 -0.6863
H -0.2239 -2.3307 0.1121
*
```

Results
energy above the lowest of the compared OMol25 structures with the same formula, charge and spin = 52.3 kcal per mole
SMILES string = C[C@H]1N[C@H]1C=O
highest occupied orbital energy = -0.3549 hartree
E = -286.54831 hartree
frontier orbital gap = 10.49 eV

Question: Look up the E of the sixth one.
Answer: -4096.43167 hartree